Entry 1:
ORCA calculation (wB97M-V/def2-TZVPD) on a cluster of 6 separate species, C19H52BO8S5Si in total.

Positions of all 86 atoms, in Å:
C: -0.80 -2.83 2.96
C: -1.09 -3.27 1.51
B: 0.07 -2.93 0.43
O: -0.13 -1.66 -0.32
C: 1.11 -1.40 -0.90
C: 2.17 -2.00 0.08
C: 3.03 -3.03 -0.64
O: 3.73 -2.39 -1.72
C: 3.97 -3.25 -2.80
Si: 3.23 -0.70 1.02
C: 5.10 -1.03 0.91
C: 2.98 1.05 0.37
C: 2.75 -0.72 2.83
O: 1.42 -2.68 1.07
H: 0.27 -2.85 3.16
H: -1.28 -3.48 3.70
H: -1.15 -1.81 3.15
H: -1.27 -4.35 1.49
H: -2.03 -2.82 1.18
H: 0.20 -3.86 -0.42
H: 1.19 -1.88 -1.89
H: 1.21 -0.32 -1.04
H: 2.37 -3.82 -1.01
H: 3.76 -3.48 0.04
H: 4.62 -2.73 -3.50
H: 3.04 -3.54 -3.30
H: 4.48 -4.17 -2.48
H: 5.34 -1.99 0.46
H: 5.55 -0.99 1.90
H: 5.57 -0.25 0.31
H: 1.97 1.40 0.57
H: 3.14 1.09 -0.71
H: 3.70 1.74 0.83
H: 1.78 -1.21 2.95
H: 3.48 -1.28 3.42
H: 2.70 0.30 3.24
C: -2.90 -1.32 -2.85
S: -3.35 -1.31 -1.12
O: -4.19 -2.53 -0.90
C: -4.54 0.04 -1.18
H: -2.21 -2.15 -2.98
H: -3.80 -1.48 -3.45
H: -2.40 -0.39 -3.12
H: -5.35 -0.23 -1.87
H: -4.05 0.96 -1.49
H: -4.91 0.14 -0.16
C: 1.16 -0.40 -5.65
S: 0.55 0.42 -4.16
O: -0.81 0.93 -4.51
C: 1.67 1.81 -4.26
H: 0.55 -1.29 -5.80
H: 1.04 0.28 -6.50
H: 2.20 -0.68 -5.51
H: 1.50 2.34 -5.20
H: 2.70 1.46 -4.17
H: 1.46 2.46 -3.41
C: 6.86 3.50 -3.38
S: 6.07 1.90 -3.57
O: 4.66 2.07 -3.15
C: 6.91 1.09 -2.20
H: 6.42 4.17 -4.13
H: 6.65 3.88 -2.38
H: 7.93 3.41 -3.55
H: 6.69 1.64 -1.29
H: 7.98 1.06 -2.40
H: 6.51 0.09 -2.14
C: -6.44 -1.51 3.24
S: -6.68 -0.03 2.25
O: -5.32 0.49 1.95
C: -7.31 1.02 3.56
H: -5.99 -2.25 2.58
H: -5.76 -1.27 4.06
H: -7.40 -1.86 3.60
H: -6.56 1.05 4.36
H: -8.25 0.64 3.95
H: -7.45 2.01 3.15
C: -5.00 5.85 3.98
S: -5.71 4.20 4.12
O: -7.03 4.37 4.79
C: -4.57 3.61 5.37
H: -5.62 6.40 3.27
H: -5.03 6.34 4.95
H: -3.98 5.77 3.60
H: -4.63 4.26 6.24
H: -3.56 3.58 4.96
H: -4.88 2.60 5.64

The spin multiplicity is 1. Its total charge is -1. The calculation puts the HOMO-LUMO gap at 6.007 eV.

Entry 2:
ORCA calculation (wB97M-V/def2-TZVPD) on a cluster of 8 separate species, C51H81FN2O17S9 in total.

Positions of all 161 atoms, in Å:
C: 4.68 -4.45 -4.48
C: 3.65 -3.39 -4.85
C: 2.57 -3.82 -5.56
C: 1.60 -2.92 -5.90
S: 0.16 -3.39 -6.80
O: -1.02 -3.05 -6.12
O: 0.26 -2.93 -8.14
F: 0.21 -4.96 -6.78
C: 1.73 -1.60 -5.54
C: 2.81 -1.17 -4.82
C: 3.80 -2.08 -4.49
C: 5.06 -1.64 -3.75
C: 4.77 -1.60 -2.24
C: 6.02 -1.38 -1.34
C: 7.38 -1.38 -2.07
N: 7.81 -0.05 -2.50
C: 7.08 0.98 -3.02
C: 7.93 2.00 -3.21
C: 9.23 1.63 -2.78
C: 9.08 0.35 -2.35
N: 2.93 0.19 -4.45
C: 1.76 0.75 -3.87
C: 1.79 1.48 -2.72
C: 0.67 2.03 -2.17
C: -0.57 1.86 -2.78
C: -1.91 2.38 -2.28
C: -2.79 2.92 -3.41
O: -3.62 1.85 -3.90
C: -0.59 1.13 -3.94
C: 0.55 0.60 -4.45
S: 0.51 -0.37 -5.94
H: 5.61 -4.27 -5.02
H: 4.32 -5.42 -4.81
H: 4.81 -4.44 -3.40
H: 2.44 -4.85 -5.84
H: 5.32 -0.68 -4.19
H: 5.82 -2.37 -4.02
H: 4.25 -2.50 -1.90
H: 4.08 -0.78 -2.01
H: 5.96 -0.42 -0.82
H: 6.10 -2.13 -0.55
H: 7.46 -2.12 -2.87
H: 8.13 -1.68 -1.33
H: 6.03 0.96 -3.22
H: 7.64 2.96 -3.59
H: 10.11 2.25 -2.78
H: 9.89 -0.23 -1.95
H: 3.64 0.24 -3.73
H: 2.73 1.65 -2.20
H: 0.79 2.57 -1.25
H: -2.42 1.49 -1.90
H: -1.83 3.07 -1.44
H: -3.45 3.72 -3.07
H: -2.16 3.27 -4.22
H: -3.58 1.83 -4.86
H: -1.51 0.97 -4.48
C: 5.58 2.15 3.49
C: 4.43 1.18 3.75
C: 3.51 1.21 2.52
S: 4.56 1.66 1.13
O: 4.16 2.95 0.62
O: 4.71 0.52 0.24
C: 6.06 1.86 2.08
H: 6.39 2.03 4.22
H: 5.22 3.18 3.56
H: 4.83 0.17 3.88
H: 3.88 1.43 4.65
H: 3.06 0.25 2.34
H: 2.74 1.97 2.62
H: 6.66 2.66 1.65
H: 6.61 0.92 2.04
C: -1.86 -0.66 2.18
C: -1.75 -1.69 3.31
C: -0.26 -1.98 3.52
S: 0.61 -0.50 3.01
O: 1.40 -0.81 1.84
O: 1.19 0.15 4.17
C: -0.82 0.41 2.49
H: -2.86 -0.24 2.11
H: -1.62 -1.15 1.23
H: -2.17 -1.27 4.23
H: -2.29 -2.60 3.09
H: -0.03 -2.20 4.56
H: 0.08 -2.80 2.89
H: -0.57 1.04 1.63
H: -1.14 1.04 3.32
C: -5.36 -6.01 5.27
C: -5.73 -5.56 3.86
C: -4.94 -4.28 3.56
S: -3.43 -4.39 4.54
O: -3.45 -3.34 5.52
O: -2.31 -4.60 3.66
C: -3.83 -5.94 5.34
H: -5.71 -7.02 5.48
H: -5.80 -5.34 6.01
H: -5.47 -6.34 3.14
H: -6.80 -5.38 3.77
H: -4.67 -4.20 2.51
H: -5.47 -3.39 3.87
H: -3.45 -5.93 6.36
H: -3.37 -6.74 4.77
C: -3.04 3.07 7.15
C: -4.21 2.12 7.46
C: -5.14 2.13 6.25
S: -4.12 2.53 4.83
O: -4.53 3.81 4.30
O: -4.01 1.37 3.97
C: -2.59 2.74 5.73
H: -2.23 2.96 7.87
H: -3.40 4.11 7.20
H: -3.81 1.11 7.60
H: -4.73 2.40 8.36
H: -5.62 1.17 6.09
H: -5.91 2.90 6.34
H: -2.00 3.53 5.27
H: -2.05 1.80 5.70
C: -8.81 1.18 11.12
C: -8.82 -0.33 10.81
C: -7.82 -0.56 9.66
S: -6.60 0.75 9.79
O: -6.71 1.60 8.63
O: -5.34 0.19 10.20
C: -7.35 1.59 11.18
H: -9.33 1.39 12.06
H: -9.32 1.72 10.33
H: -8.49 -0.88 11.69
H: -9.81 -0.68 10.55
H: -7.33 -1.52 9.74
H: -8.31 -0.46 8.69
H: -7.19 2.66 11.09
H: -6.87 1.22 12.09
C: -1.01 8.31 -1.35
C: -2.16 7.48 -0.76
C: -1.98 6.04 -1.25
S: -0.22 5.82 -1.52
O: 0.01 5.61 -2.93
O: 0.31 4.92 -0.52
C: 0.26 7.49 -1.11
H: -0.94 9.30 -0.88
H: -1.17 8.46 -2.42
H: -2.11 7.51 0.33
H: -3.13 7.88 -1.05
H: -2.32 5.32 -0.51
H: -2.49 5.87 -2.20
H: 1.10 7.80 -1.74
H: 0.55 7.51 -0.06
C: 2.34 -3.31 -11.03
C: 1.09 -4.20 -11.09
C: 0.48 -4.04 -12.49
S: 1.84 -3.64 -13.59
O: 1.65 -2.30 -14.10
O: 2.10 -4.75 -14.47
C: 3.11 -3.59 -12.32
H: 2.94 -3.52 -10.15
H: 2.04 -2.26 -10.99
H: 1.37 -5.24 -10.93
H: 0.37 -3.93 -10.32
H: 0.01 -4.96 -12.83
H: -0.23 -3.22 -12.53
H: 3.84 -2.83 -12.56
H: 3.58 -4.57 -12.29

The spin multiplicity is 1. As for the SMILES: Cc1cc(S(=O)(=O)F)c2c(c1CCCCn1cccc1)Nc1ccc(CCO)cc1S2.O=S1(=O)CCCC1.O=S1(=O)CCCC1.O=S1(=O)CCCC1.O=S1(=O)CCCC1.O=S1(=O)CCCC1.O=S1(=O)CCCC1.O=S1(=O)CCCC1. The calculation puts the HOMO-LUMO gap at 7.584 eV.

| no. | maximum force (eV Å⁻¹) | molar mass (g/mol) | E (Eh) |
| --- | --- | --- | --- |
| 1 | 0.48 | 607.9 | -3662.2694 |
| 2 | 2.35 | 1301.8 | -7063.9665 |